DFT (the ωB97M-V functional and the def2-TZVPD basis) results for C17H24BiN4O5 as an isolated structure.

Geometry as ORCA input:
```
! wB97M-V def2-TZVPD RIJCOSX def2/J DEFGRID3
* xyz 1 1
O 0.88 -3.11 -2.56
H 0.50 -3.83 -3.10
Bi -0.24 -0.49 -0.04
N 1.64 0.79 0.35
N 1.26 -0.10 -1.89
O 1.93 1.07 1.79
O 0.90 -0.59 -3.18
C 2.58 1.17 -0.53
C 2.40 0.59 -1.80
C 3.66 2.13 -0.21
C 3.34 0.76 -2.93
H 3.78 2.29 0.87
H 3.46 3.11 -0.68
H 4.62 1.78 -0.62
H 2.88 0.50 -3.88
H 4.24 0.14 -2.80
H 3.68 1.81 -2.98
H 1.92 2.04 1.89
H 0.91 -1.60 -3.06
O -1.42 1.08 -1.74
H -1.65 1.99 -1.46
H -0.75 1.13 -2.45
C 0.44 -3.23 -1.18
H -0.67 -3.21 -1.11
H 0.95 -2.41 -0.63
H 0.82 -4.17 -0.76
O 0.86 -1.27 2.14
H 1.23 -0.38 2.38
H 0.23 -1.57 2.82
C -2.25 3.15 1.86
C -1.33 2.25 1.35
N -1.59 0.92 1.31
C -2.81 0.44 1.72
C -3.80 1.33 2.21
C -3.50 2.70 2.28
C -5.06 0.76 2.60
C -5.30 -0.59 2.53
C -4.30 -1.51 2.09
C -4.47 -2.90 2.06
C -3.41 -3.71 1.71
C -2.19 -3.14 1.36
N -2.02 -1.80 1.29
C -3.04 -0.98 1.67
H -1.98 4.20 1.90
H -0.36 2.57 0.95
H -4.26 3.38 2.65
H -5.84 1.45 2.96
H -6.27 -1.00 2.82
H -5.44 -3.33 2.33
H -3.48 -4.80 1.70
H -1.33 -3.76 1.11
*
```

Output
gap between HOMO and LUMO (alpha / beta): 6.7422 / 4.2023 eV
HOMO (alpha / beta): -9.7 / -7.8 eV
E_LUMO (alpha / beta): -3.0005 / -3.5779 eV

=====

DFT (the ωB97M-V functional and the def2-TZVPD basis) results for a 2-piece molecular cluster, C17H24BrFIN3P overall.

Geometry as ORCA input:
```
! wB97M-V def2-TZVPD RIJCOSX def2/J DEFGRID3
* xyz 1 1
C 2.30 3.34 -0.84
C 1.11 2.48 -1.31
C 1.28 2.11 -2.80
C 0.90 1.30 -0.29
C 0.66 -0.06 -0.86
C -0.53 -0.34 -1.58
P -1.93 0.83 -1.72
N -2.63 1.08 -0.33
C -0.68 -1.59 -2.10
C 0.34 -2.52 -1.85
I 0.14 -4.46 -2.62
N 1.40 -2.28 -1.16
N 1.54 -1.04 -0.66
C 2.76 -0.93 0.15
C 4.06 -0.56 -0.59
C 4.74 0.65 0.05
Br 3.85 -0.37 -2.50
H 2.07 4.38 -1.04
H 2.46 3.26 0.23
H 3.21 3.08 -1.36
H 0.25 3.13 -1.22
H 0.45 2.49 -3.39
H 2.15 2.63 -3.19
H 1.42 1.06 -3.02
H 1.72 1.31 0.41
H 0.01 1.52 0.29
H -2.74 0.20 -2.68
H -1.48 2.01 -2.33
H -2.13 0.52 0.36
H -1.56 -1.87 -2.66
H 2.89 -1.93 0.55
H 2.57 -0.30 1.01
H 4.73 -1.40 -0.47
H 5.29 0.29 0.92
H 5.43 1.14 -0.62
H 4.00 1.35 0.43
F -1.73 -2.11 2.16
C -2.96 -1.91 2.70
C -4.00 -1.54 1.88
C -5.25 -1.33 2.43
C -5.45 -1.50 3.79
C -4.39 -1.87 4.60
C -3.13 -2.08 4.06
H -3.81 -1.41 0.82
H -6.08 -1.04 1.79
H -6.43 -1.33 4.22
H -4.54 -1.99 5.67
H -2.29 -2.38 4.68
*
```

Output
gap between HOMO and LUMO: 6.4970 eV
HOMO: -11.3 eV
E_LUMO: -4.8011 eV

=====

DFT (the ωB97M-V functional and the def2-TZVPD basis) results for C17H24ClIN2O3PTm as an isolated structure.

Geometry as ORCA input:
```
! wB97M-V def2-TZVPD RIJCOSX def2/J DEFGRID3
* xyz 2 3
C -0.44 2.85 -0.80
C -0.12 2.70 -2.29
H -1.19 3.65 -0.71
H 0.46 3.27 -0.23
H -0.93 1.95 -0.32
O 0.37 3.56 -3.00
I 1.47 0.39 -2.91
Tm 1.09 1.37 0.86
P 2.97 3.24 -0.35
C 3.68 3.66 -1.98
C 2.43 4.95 0.06
H 4.37 2.88 1.62
H 5.15 3.94 0.39
H 5.07 2.16 0.13
C 4.55 3.04 0.55
H 2.07 5.03 1.10
H 3.27 5.65 -0.08
H 4.40 4.49 -1.83
H 2.90 3.97 -2.69
H 1.61 5.26 -0.61
H 4.19 2.79 -2.42
C -0.50 1.32 -2.87
O -1.58 0.99 -3.26
Cl 1.46 2.30 3.06
C -2.14 -4.56 1.38
N -1.46 -3.35 1.80
N -1.37 -2.23 1.02
C -0.51 -1.36 1.60
O -0.12 -0.27 1.01
C -0.17 -1.91 2.86
C -0.75 -3.16 2.93
C -0.73 -4.18 3.99
C -2.06 -2.15 -0.24
C -3.41 -2.51 -0.29
C -4.04 -2.65 -1.52
C -3.34 -2.35 -2.70
C -2.01 -1.93 -2.64
C -1.36 -1.86 -1.42
H -1.99 -4.79 0.31
H -3.22 -4.49 1.58
H -1.75 -5.40 1.97
H 0.43 -1.42 3.61
H -1.74 -4.40 4.39
H -0.28 -5.12 3.64
H -0.13 -3.80 4.83
H -3.95 -2.78 0.63
H -5.08 -2.97 -1.56
H -3.84 -2.49 -3.66
H -1.49 -1.68 -3.57
H -0.29 -1.62 -1.36
*
```

Output
gap between HOMO and LUMO (alpha / beta): 7.6884 / 7.7578 eV
expectation value of S²: 2.002
HOMO (alpha / beta): -14.7 / -14.7 eV
E_LUMO (alpha / beta): -7.0034 / -6.9340 eV

=====

DFT (the ωB97M-V functional and the def2-TZVPD basis) results for C17H24CoFN4O as an isolated structure.

Geometry as ORCA input:
```
! wB97M-V def2-TZVPD RIJCOSX def2/J DEFGRID3
* xyz 1 2
Co 0.53 0.19 -0.47
C 0.65 2.88 0.74
C 0.02 1.94 1.77
N 0.51 0.56 1.63
C 1.88 0.26 2.06
C 2.93 0.64 1.02
N 2.51 0.24 -0.34
C 2.91 1.19 -1.40
C 2.11 2.50 -1.24
N 0.79 2.24 -0.59
H 1.64 3.19 1.08
H 0.05 3.79 0.68
H -1.06 1.90 1.61
H 0.18 2.35 2.77
H -0.13 -0.07 2.10
H 1.91 -0.82 2.22
H 2.13 0.74 3.01
H 3.88 0.17 1.28
H 3.11 1.71 1.02
H 2.87 -0.69 -0.55
H 2.67 0.72 -2.35
H 3.98 1.39 -1.39
H 1.97 2.95 -2.22
H 2.67 3.22 -0.65
H 0.06 2.57 -1.20
O -1.33 0.42 -1.27
N -2.57 0.29 -0.87
C -3.37 1.37 -0.87
C -4.69 1.26 -0.49
C -5.20 0.03 -0.11
C -4.36 -1.07 -0.13
C -3.05 -0.92 -0.53
H -2.90 2.29 -1.19
H -5.31 2.15 -0.50
H -6.24 -0.07 0.19
H -4.71 -2.06 0.13
H -2.33 -1.72 -0.61
F 0.46 -5.89 -0.36
C 0.47 -4.55 -0.38
C -0.27 -3.86 0.55
C -0.25 -2.47 0.52
C 0.49 -1.74 -0.42
C 1.23 -2.50 -1.33
C 1.23 -3.89 -1.33
H -0.84 -4.41 1.29
H -0.85 -1.95 1.27
H 1.82 -2.01 -2.10
H 1.80 -4.47 -2.05
*
```

Output
gap between HOMO and LUMO (alpha / beta): 8.0056 / 7.9146 eV
expectation value of S²: 0.763
HOMO (alpha / beta): -10.8 / -10.7 eV
E_LUMO (alpha / beta): -2.7981 / -2.8224 eV

=====

DFT (the ωB97M-V functional and the def2-TZVPD basis) results for a 2-piece molecular cluster, C17H24F2N3O5 overall.

Geometry as ORCA input:
```
! wB97M-V def2-TZVPD RIJCOSX def2/J DEFGRID3
* xyz 1 1
C -4.73 1.36 -2.11
C -3.86 0.39 -1.70
C -2.72 -0.20 -2.55
C -1.45 -0.21 -1.67
C -0.28 0.47 -2.14
C 0.82 0.44 -1.29
N 2.06 1.12 -1.63
C 2.60 0.72 -2.89
O 3.41 1.40 -3.41
F 2.20 -0.46 -3.41
C 1.74 2.54 -1.63
O 1.85 3.22 -0.67
F 1.25 3.05 -2.77
C 0.71 -0.26 -0.05
C 1.94 -0.30 0.84
O 1.76 0.27 2.12
C 2.83 -0.18 2.94
C 2.75 -1.52 3.68
O 3.79 0.51 3.07
N -0.46 -0.82 0.22
C -0.59 -1.53 1.55
C -1.71 -2.60 1.40
C -1.03 -0.57 2.71
C -1.62 0.80 2.28
C -0.66 2.02 2.50
N -1.53 -0.85 -0.53
H -5.79 1.10 -2.17
H -4.38 2.38 -2.30
H -3.94 0.01 -0.66
H -3.00 -1.25 -2.74
H -2.54 0.35 -3.48
H -0.26 0.97 -3.11
H 2.82 0.16 0.35
H 2.20 -1.38 0.97
H 2.40 -2.36 3.06
H 2.13 -1.47 4.59
H 3.77 -1.77 4.00
H 0.32 -2.09 1.80
H -1.72 -3.20 2.33
H -2.71 -2.14 1.35
H -1.51 -3.30 0.57
H -0.21 -0.45 3.43
H -1.82 -1.10 3.27
H -2.47 1.00 2.96
H -2.05 0.83 1.26
H -1.20 2.96 2.65
H -0.04 1.82 3.40
H 0.02 2.13 1.64
O 3.48 -0.60 -6.36
H 3.47 -0.03 -5.58
H 3.96 -1.38 -6.06
*
```

Output
gap between HOMO and LUMO: 6.1457 eV
HOMO: -11.3 eV
E_LUMO: -5.1474 eV